Record 1
C52H39Br2N8O5W as an isolated structure, computed with ωB97M-V/def2-TZVPD.

Geometry as ORCA input:
```
! RIJCOSX wB97M-V def2-TZVPD def2/J DEFGRID3
* xyz 3 3
W -0.69599 0.12204 0.30761
C -3.05514 -3.40907 1.94390
O -1.62441 -3.74862 1.72329
C -1.10658 -2.68774 1.16588
N -1.81727 -1.62821 1.05049
C -3.09496 -1.86652 1.76499
C -4.32690 -1.45453 1.02875
C -5.31424 -0.75141 1.69769
C -6.47659 -0.38449 1.03400
C -6.65419 -0.74015 -0.30879
C -5.67352 -1.48654 -0.96919
C -4.54370 -1.87915 -0.28270
C 0.32559 -2.70693 0.78480
C 1.16649 -3.76252 0.83066
C 2.54457 -3.54668 0.58072
C 2.96692 -2.24787 0.26860
C 2.02671 -1.24808 0.19696
N 0.71848 -1.48052 0.45287
C 2.25486 0.12344 -0.29133
N 1.22036 0.87876 -0.51148
C 1.75908 2.03715 -1.30192
C 3.28312 1.94417 -1.03929
O 3.46459 0.55678 -0.56794
C 1.10659 3.41004 -1.07829
C 1.71416 4.48113 -0.44937
C 1.06500 5.72602 -0.43669
C -0.17900 5.88754 -1.01507
C -0.82787 4.77377 -1.53344
C -0.15580 3.56223 -1.61629
H -3.34173 -3.78095 2.90228
H -3.60102 -3.90173 1.14585
H -3.02495 -1.35850 2.72965
H -5.16750 -0.45135 2.73206
H -7.27859 0.12017 1.56632
H -7.55423 -0.46304 -0.85249
H -5.88105 -1.81090 -1.98107
H -3.80122 -2.48344 -0.78544
H 0.87713 -4.76370 1.06866
H 3.25308 -4.35749 0.63200
H 4.00633 -2.06342 0.07578
H 1.56059 1.72266 -2.35198
H 3.60611 2.60756 -0.22894
H 3.86475 2.10994 -1.92470
H 2.69973 4.41485 -0.03212
H 1.55726 6.58442 -0.00370
H -0.68855 6.84764 -1.02691
H -1.84364 4.86940 -1.90792
H -0.59635 2.70125 -2.09928
Br 7.88254 0.30556 2.63130
C 6.36895 1.29352 3.43796
C 5.37937 1.85504 2.61728
C 4.38090 2.65541 3.14465
C 4.32915 2.87422 4.54445
C 5.33160 2.32934 5.34676
C 6.34120 1.52855 4.81459
N 3.39142 3.66455 5.27446
N 2.23865 3.90096 4.99297
C 1.45811 3.29196 3.94198
C 0.77742 4.21512 3.18448
C -0.04126 3.76072 2.12794
C -0.18366 2.43236 1.92141
O -0.97100 1.95801 0.91308
C 0.47748 1.51852 2.69558
N 0.19697 0.20908 2.42476
C 0.60122 -0.72762 3.27657
C 1.39932 -0.41670 4.35011
C 1.79639 0.89109 4.60414
C 1.26508 1.88716 3.80034
H 5.37756 1.63327 1.57706
H 3.57787 2.98454 2.47081
H 5.33958 2.56629 6.41365
H 7.05445 1.06753 5.49283
H 0.99668 5.26235 3.35053
H -0.53342 4.50324 1.52106
H 0.28304 -1.73813 3.02719
H 1.67095 -1.17349 5.05887
H 2.44363 1.15489 5.40432
C -3.41187 1.74954 -0.41948
O -2.38016 0.83353 -0.90498
C -2.67993 0.20521 -2.10235
C -3.73162 0.55161 -2.91305
C -3.89110 -0.21462 -4.05699
Br -5.48067 -0.03697 -5.08853
C -2.98503 -1.18638 -4.46119
C -1.90593 -1.49415 -3.64019
C -1.81735 -0.79122 -2.47799
O -0.76703 -1.04590 -1.55263
C -0.95343 -2.50227 -4.09903
N -0.90638 -2.86057 -5.31529
C 0.08500 -3.82909 -5.40131
C 0.38301 -4.63068 -6.51681
C 1.27149 -5.64356 -6.28112
C 1.92815 -5.79004 -5.04520
C 1.64829 -4.98519 -3.95861
C 0.67529 -3.97881 -4.13790
N 0.05365 -3.07318 -3.25221
H -4.33089 1.19710 -0.31153
H -3.54606 2.53940 -1.14362
H -3.05240 2.15428 0.53256
H -4.48068 1.29253 -2.63963
H -3.13087 -1.75638 -5.34413
H 0.01028 -1.39520 -2.06374
H -0.09349 -4.47429 -7.48884
H 1.52181 -6.32483 -7.06830
H 2.65130 -6.56969 -4.97638
H 2.12396 -5.15606 -2.99737
H -0.15407 -3.48886 -2.32275
*
```

Properties
Gap between HOMO and LUMO (spin up / spin down) ... 4.782 / 4.744 eV
E_tot ... -218601.4833 eV
HOMO energy (spin up / spin down) ... -0.5324 / -0.5336 hartree
M ... 1199.583 g/mol
<S²> ... 2.020



Record 2
C52H44As2BrKN7O2S as an isolated structure, computed with ωB97M-V/def2-TZVPD.

Geometry as ORCA input:
```
! RIJCOSX wB97M-V def2-TZVPD def2/J DEFGRID3
* xyz -1 1
K 0.87457 0.16877 0.28796
C -2.64951 1.30758 -2.74045
C -2.77391 -0.21188 -2.72865
As -2.14116 -0.95721 -0.99653
C -3.48563 -0.01981 0.07643
C -3.10290 1.15369 0.72194
C -4.02275 1.88698 1.46090
C -5.33274 1.44368 1.57550
C -5.71814 0.26721 0.94616
C -4.80038 -0.45849 0.19758
C -2.92756 -2.72915 -1.01806
C -2.90796 -3.42778 0.18594
C -3.44077 -4.70529 0.26112
C -3.97033 -5.30580 -0.87460
C -3.97209 -4.62212 -2.08153
C -3.45794 -3.33150 -2.15290
As -0.81141 1.84637 -2.24929
C 0.02267 1.49787 -3.97362
C 1.03404 0.54455 -4.00893
C 1.64430 0.20524 -5.21104
C 1.25372 0.83260 -6.38424
C 0.24926 1.79324 -6.35726
C -0.36520 2.12221 -5.15789
C -0.95344 3.78662 -2.28747
C -2.00214 4.40793 -1.61009
C -2.03291 5.78998 -1.47242
C -1.00604 6.56646 -1.99188
C 0.04888 5.95460 -2.65438
C 0.07617 4.57400 -2.80038
H -3.32580 1.74775 -2.00812
H -2.88120 1.72588 -3.72075
H -2.16058 -0.66218 -3.51277
H -3.81014 -0.51244 -2.88870
H -2.07388 1.49752 0.66345
H -3.71442 2.79554 1.96565
H -6.04800 2.00412 2.16494
H -6.73495 -0.09285 1.04680
H -5.10708 -1.38174 -0.27862
H -2.48219 -2.97841 1.07591
H -3.43468 -5.22607 1.21113
H -4.37924 -6.30739 -0.81706
H -4.37509 -5.08910 -2.97213
H -3.46778 -2.80863 -3.10141
H 1.35039 0.05284 -3.09717
H 2.42505 -0.54582 -5.22395
H 1.73413 0.57482 -7.32019
H -0.05592 2.28597 -7.27265
H -1.15068 2.86901 -5.14104
H -2.80651 3.81408 -1.18867
H -2.86356 6.25855 -0.95769
H -1.02516 7.64300 -1.87606
H 0.85965 6.55169 -3.05350
H 0.90972 4.11174 -3.31585
N 0.26595 5.03228 1.39021
C -0.21513 3.79517 1.55325
N 0.50466 2.94387 0.86360
C 1.44785 3.73967 0.27928
N 1.32954 5.01954 0.56999
C 2.53814 3.23567 -0.57123
C 3.61079 4.05062 -0.92157
N 4.61950 3.59109 -1.65277
C 4.56323 2.31484 -2.00803
C 3.49808 1.49264 -1.65849
N 2.47789 1.96269 -0.94898
H -0.08327 5.89881 1.75999
H -1.07067 3.55899 2.16831
H 3.64909 5.08376 -0.60163
H 5.39051 1.91551 -2.58268
H 3.49160 0.44323 -1.92241
Br 0.71076 -3.15273 -3.08828
C 1.17773 -3.81010 -1.33687
C 2.25311 -4.67406 -1.21548
C 2.53339 -5.11871 0.06390
C 1.74171 -4.70393 1.12303
C 0.69528 -3.83464 0.87251
N 0.41981 -3.38684 -0.36109
H 2.84631 -4.96132 -2.07050
H 3.37187 -5.78323 0.23208
H 1.93521 -5.02953 2.13616
H 0.07256 -3.44424 1.66938
O 6.70326 1.00780 6.00207
C 7.15793 0.95864 4.72048
O 8.25414 1.39699 4.48484
C 6.24471 0.39240 3.70152
C 6.71877 0.27381 2.39235
C 5.92381 -0.23974 1.38911
C 4.60118 -0.65759 1.63362
S 3.58539 -1.27574 0.37103
C 4.13682 -0.53718 2.95830
C 4.93671 -0.02670 3.96100
H 5.82891 0.60362 6.04594
H 7.73064 0.59509 2.18191
H 6.31044 -0.32619 0.38125
H 3.12893 -0.85900 3.18754
H 4.49202 0.03811 4.95092
C -0.72455 -1.19071 2.58216
C -1.32111 -2.14443 3.37627
C -2.75167 -2.34033 3.40585
C -3.33859 -3.34561 4.12101
C -2.57477 -4.25082 4.89302
C -1.17765 -4.06658 4.90849
C -0.57449 -3.06702 4.19383
C -3.20359 -5.28805 5.62509
N -3.72327 -6.13307 6.22210
H 0.34320 -1.00587 2.62614
H -1.33924 -0.59288 1.91949
H -3.37895 -1.65528 2.84195
H -4.41826 -3.44751 4.10286
H -0.56328 -4.73609 5.50046
H 0.50632 -2.96747 4.23418
*
```

Properties
Gap between HOMO and LUMO ... 4.830 eV
E_tot ... -288046.4417 eV
HOMO energy ... -0.1208 hartree
M ... 1099.884 g/mol



Record 3
C52H45BrCsN4O7PS2 as an isolated structure, computed with ωB97M-V/def2-TZVPD.

Geometry as ORCA input:
```
! RIJCOSX wB97M-V def2-TZVPD def2/J DEFGRID3
* xyz -2 1
Cs -0.47533 0.51590 1.25013
C -4.19992 2.81501 -5.01798
C -4.32968 1.48131 -4.65036
C -3.30700 0.85179 -3.95920
C -2.12968 1.53393 -3.64885
C -2.01485 2.87247 -4.00866
C -3.04520 3.50916 -4.68913
P -0.86256 0.58236 -2.72398
C -0.03755 -0.26936 -4.15253
C 0.85618 -1.30654 -3.87808
C 1.51123 -1.96442 -4.90870
C 1.28182 -1.60932 -6.23062
C 0.39159 -0.58519 -6.51573
C -0.26138 0.07873 -5.48483
C 0.39898 1.85647 -2.33798
C 1.52047 2.20710 -3.09999
C 2.41100 3.16282 -2.62750
C 2.20585 3.79594 -1.40470
C 1.08870 3.48069 -0.62920
C 0.26079 2.52226 -1.14620
H -5.00369 3.31498 -5.54410
H -5.23546 0.93664 -4.88661
H -3.41846 -0.18339 -3.65187
H -1.11686 3.42132 -3.75184
H -2.94571 4.55391 -4.95678
H 1.02436 -1.58921 -2.84484
H 2.20296 -2.76712 -4.68073
H 1.79156 -2.12974 -7.03226
H 0.20476 -0.29570 -7.54296
H -0.94762 0.87968 -5.72479
H 1.70129 1.70849 -4.04557
H 3.29336 3.40156 -3.20774
H 2.93497 4.50103 -1.02883
H 0.92092 3.94119 0.33653
O -3.03343 -7.23694 3.20643
N -3.72065 -6.71046 2.27965
O -4.56080 -7.40035 1.63437
C -3.53438 -5.38376 1.91139
C -4.28798 -4.91295 0.84012
C -4.13291 -3.60561 0.33898
C -4.87189 -3.11581 -0.76267
C -4.64191 -1.84675 -1.22664
C -3.65675 -1.06799 -0.60364
N -2.95635 -1.49366 0.43111
C -3.19641 -2.71841 0.91557
C -2.43989 -3.16704 2.08501
N -1.60172 -2.26531 2.62857
C -0.89788 -2.60135 3.69188
C -0.98866 -3.86326 4.27468
C -1.82873 -4.80396 3.72278
C -2.59721 -4.48351 2.58547
H -4.99080 -5.59050 0.38034
H -5.61329 -3.75689 -1.22648
H -5.20178 -1.44468 -2.06294
H -3.42802 -0.06997 -0.96540
H -0.21174 -1.85188 4.07451
H -0.39376 -4.10073 5.14757
H -1.91971 -5.79206 4.13896
Br -3.42934 2.82039 0.78924
C -3.48819 3.98335 2.30551
C -4.33894 5.04868 2.23174
C -4.42538 5.93487 3.32765
C -3.66485 5.71840 4.43935
C -2.78069 4.61167 4.51699
C -1.99259 4.38886 5.66932
C -1.14601 3.31461 5.70595
C -1.05469 2.43172 4.60571
C -1.78673 2.55743 3.43468
C -2.66129 3.69172 3.42733
H -4.93831 5.20844 1.34576
H -5.09911 6.78262 3.27494
H -3.72596 6.39479 5.28692
H -2.07045 5.07703 6.50550
H -0.53683 3.14455 6.59062
H -0.34944 1.60441 4.70952
C 0.43384 -4.10974 -1.16226
S 0.18902 -2.73205 -0.03578
C 1.30888 -3.28148 1.24360
O 0.86231 -1.55323 -0.68772
H 0.08031 -5.02236 -0.68135
H 1.49221 -4.18273 -1.41636
H -0.15960 -3.91152 -2.05374
H 0.85708 -4.13330 1.75593
H 1.43251 -2.44824 1.94174
H 2.26906 -3.54334 0.79541
C 4.52483 -2.53614 -2.12182
C 4.79803 -1.24144 -1.40325
C 6.08634 -0.90967 -0.99344
C 6.32247 0.24313 -0.25840
C 5.26209 1.08383 0.04335
C 3.97298 0.77741 -0.37038
C 3.74739 -0.38341 -1.09033
S 5.50531 2.50007 1.08020
O 6.88355 2.48385 1.49934
O 4.97378 3.65244 0.40446
N 4.57334 2.24297 2.38166
C 4.87487 1.05134 3.18661
C 3.63315 0.66635 3.98306
C 2.46103 0.26616 3.07603
O 2.12965 1.10756 2.19027
O 1.92171 -0.84299 3.27124
H 5.29974 -2.76165 -2.85661
H 3.56071 -2.49762 -2.62960
H 4.49082 -3.36721 -1.41227
H 6.91273 -1.56962 -1.23521
H 7.31500 0.49908 0.08703
H 3.14079 1.41592 -0.10437
H 2.73428 -0.64935 -1.35959
H 3.57189 2.19770 2.12957
H 5.71543 1.27304 3.84364
H 5.16381 0.20903 2.54540
H 3.31642 1.51922 4.59043
H 3.86787 -0.16645 4.64361
*
```

Properties
Gap between HOMO and LUMO (spin up / spin down) ... 5.243 / 4.375 eV
E_tot ... -176495.0213 eV
HOMO energy (spin up / spin down) ... -0.0717 / -0.0409 hartree
M ... 1145.870 g/mol



Record 4
C52H45Cl2O8S3Ta as an isolated structure, computed with ωB97M-V/def2-TZVPD.

Geometry as ORCA input:
```
! RIJCOSX wB97M-V def2-TZVPD def2/J DEFGRID3
* xyz 2 1
Ta -1.85587 -1.07008 0.47633
C -5.97852 -5.50214 3.29265
O -6.74537 -4.92556 2.23135
C -6.24516 -3.87313 1.59203
C -7.06625 -3.31868 0.59418
C -6.62057 -2.24594 -0.11997
C -5.34593 -1.69315 0.10817
C -4.82307 -0.62807 -0.70953
C -5.71494 0.07230 -1.68420
O -3.62920 -0.23635 -0.67959
C -4.56913 -2.25029 1.11873
O -3.35749 -1.70322 1.36461
C -4.99470 -3.32465 1.86684
H -6.58253 -6.30448 3.69676
H -5.78132 -4.76465 4.07138
H -5.03998 -5.90660 2.91025
H -8.03909 -3.76108 0.41658
H -7.25856 -1.82537 -0.88703
H -6.62974 0.42014 -1.20173
H -5.99981 -0.61530 -2.48606
H -5.18250 0.91380 -2.11577
H -4.34843 -3.70432 2.64667
C -2.37743 7.52134 0.81928
C -1.89966 6.09254 0.77158
C -2.56449 5.14533 -0.01721
C -2.14982 3.83010 -0.05837
C -1.05369 3.45582 0.71272
C -0.39326 4.35807 1.53026
C -0.81443 5.67880 1.54016
S -0.40597 1.81531 0.68553
O -1.69308 0.94492 0.43266
C 0.32032 1.85822 -0.96252
C -0.52308 1.64719 -2.08041
C 0.00741 1.71769 -3.32751
C 1.38651 1.98986 -3.52420
C 1.94965 2.04874 -4.82317
C 3.27995 2.29780 -4.99073
C 4.11707 2.49202 -3.86737
C 3.60580 2.43695 -2.60393
C 2.22241 2.19256 -2.40083
C 1.65940 2.12028 -1.08962
C 2.51284 2.30925 0.12634
C 2.86106 3.62769 0.54243
C 2.50814 4.77658 -0.21822
C 2.84649 6.02260 0.21727
C 3.54014 6.19475 1.43987
C 3.88434 5.11147 2.19384
C 3.55704 3.79827 1.76203
C 3.90800 2.65650 2.52694
C 3.59192 1.39798 2.10963
C 2.88321 1.22528 0.89620
S 2.40334 -0.36867 0.21589
O 0.98925 -0.67753 0.68404
C 3.45523 -1.50747 1.06173
C 3.17855 -1.95933 2.34653
C 4.03670 -2.87250 2.93798
C 5.16863 -3.34376 2.26815
C 6.11348 -4.31803 2.92724
C 5.41490 -2.88539 0.97167
C 4.56273 -1.97464 0.36239
H -2.83278 7.82139 -0.12547
H -1.55967 8.20609 1.04656
H -3.13313 7.64035 1.60135
H -3.42203 5.45086 -0.60723
H -2.68162 3.10313 -0.65950
H 0.43918 4.03996 2.15334
H -0.29541 6.39742 2.16606
H -1.56993 1.42156 -1.93465
H -0.62142 1.55093 -4.19628
H 1.30281 1.89484 -5.68114
H 3.70163 2.34735 -5.98583
H 5.17202 2.68858 -4.01506
H 4.25136 2.58685 -1.74516
H 1.97361 4.65504 -1.15320
H 2.58364 6.89091 -0.37521
H 3.79700 7.19322 1.77427
H 4.41496 5.23527 3.13188
H 4.44352 2.79761 3.46027
H 3.89703 0.54917 2.70061
H 2.30017 -1.59743 2.87311
H 3.83380 -3.21785 3.94716
H 5.69239 -4.73403 3.84226
H 7.05148 -3.81972 3.18566
H 6.36113 -5.13951 2.25333
H 6.28318 -3.25324 0.43224
H 4.75627 -1.62747 -0.64978
Cl 0.74114 -3.90939 -6.01628
C 0.24198 -3.10498 -4.57229
C 1.06763 -2.14955 -3.98864
C 0.67550 -1.48652 -2.83721
C -0.54713 -1.77461 -2.25998
O -0.96522 -1.10495 -1.16850
C -1.35106 -2.75753 -2.81667
C -2.57003 -3.18404 -2.14411
O -2.92655 -2.83702 -1.02874
C -0.96342 -3.41138 -3.98513
H 2.02088 -1.91771 -4.44963
H 1.30993 -0.73094 -2.38961
H -3.19408 -3.90756 -2.68720
H -1.60652 -4.17244 -4.41898
C -0.38153 -4.47986 2.77451
S 0.27019 -3.23946 1.68153
C 1.19991 -4.30214 0.60217
O -0.97224 -2.91743 0.77735
H -0.93390 -5.21959 2.19205
H -1.03331 -3.96760 3.48312
H 0.45959 -4.93615 3.30347
H 1.96436 -4.81267 1.19235
H 1.67217 -3.66872 -0.15144
H 0.50835 -5.00658 0.13740
Cl -1.10729 -0.69223 2.70995
*
```

Properties
Gap between HOMO and LUMO ... 7.722 eV
E_tot ... -130129.4310 eV
HOMO energy ... -0.4659 hartree
M ... 1145.979 g/mol